DFT (ωB97M-V with the def2-TZVPD basis set) results for an isolated molecule of C5H11NO.

Results
Electronic energy   -8901.352 eV

The geometry in ORCA input format:
```
! wB97M-V def2-TZVPD RIJCOSX def2/J DEFGRID3
* xyz 0 1
O -0.208 0.862 -1.964
N 0.270 0.264 0.169
C 0.880 -2.016 -0.647
C -0.451 0.959 -0.770
C -0.184 0.060 1.530
C -1.532 1.901 -0.269
C 1.340 -0.601 -0.312
H -1.864 2.489 -1.125
H 0.498 -2.540 0.236
H -1.156 2.575 0.507
H -0.714 0.937 1.906
H 0.684 -0.107 2.176
H -0.849 -0.811 1.624
H 1.752 -0.126 -1.204
H 2.121 -0.620 0.458
H -2.391 1.358 0.140
H 1.714 -2.601 -1.049
H 0.091 -1.981 -1.405
*
```

Atom charges from the natural (NBO) analysis, given in e for atoms 1 to 2:
1 O -0.630
2 N -0.444